[1]
The following is a DFT calculation (the ωB97M-V functional and the def2-TZVPD basis) of a cluster of 4 separate species, C5H18O3 in total at a distorted geometry.

Structure (SMILES) ... CCC(C)C.O.O.O
LUMO ... 0.37 eV
Relative energy (zero: lowest compared OMol25 entry of this formula, charge and spin) ... 135.9 kJ/mol
Largest force on an atom ... 3.95 eV/Å
DFT total energy ... -426.96464 hartree

Geometry as XYZ:
```
26
Properties=species:S:1:pos:R:3:mulliken_charge:R:1
H 0.77130 -0.64345 0.60463 0.05
H 1.32745 0.37373 2.08668 0.16
H -1.21416 -0.33539 -0.53459 0.09
H -2.04122 -2.14561 1.17198 0.34
C 0.82571 0.41355 1.05356 -1.03
H 1.53627 0.82869 0.44489 0.50
H -0.82114 3.20482 0.71939 0.33
C -0.53845 2.31914 0.11974 -1.58
O 2.42998 -0.63389 -2.12292 -0.68
H -1.25139 2.39986 -0.61968 0.43
H 2.74990 -0.67423 -1.21575 0.30
H -2.52638 0.56736 0.44147 0.41
C -0.55498 1.02384 1.01608 0.72
O 0.03839 0.73334 -3.14353 -0.69
C -1.61023 -0.02516 0.55395 -0.39
H -2.49232 -0.85740 2.31918 0.33
H 1.66653 -3.02299 0.44286 0.29
C -1.78894 -1.14076 1.50628 -1.15
H 0.39158 2.29909 -0.42079 0.33
H -0.18111 1.47798 -2.47316 0.28
H -0.77710 1.50516 1.94633 0.29
H 2.01752 -1.51564 -2.13537 0.36
O 1.44864 -2.62068 -0.40976 -0.66
H -0.79808 -1.31484 2.04953 0.27
H 0.93657 0.33966 -2.94734 0.39
H 0.45566 -2.55619 -0.45366 0.32
```



[2]
The following is a DFT calculation (the ωB97M-V functional and the def2-TZVPD basis) of a structure of composition C5H19N6O6Tl at a distorted geometry.

Charge ... +2
LUMO ... -13.44 eV
Relative energy (zero: lowest compared OMol25 entry of this formula, charge and spin) ... 239.5 kJ/mol
Largest force on an atom ... 7.57 eV/Å
DFT total energy ... -1153.49669 hartree

Geometry as XYZ:
```
37
Properties=species:S:1:pos:R:3:mulliken_charge:R:1
N -9.62158 -7.76425 -21.47985 -0.41
H -9.56151 -10.96187 -17.22567 0.36
C -11.03641 -9.68606 -17.60066 0.00
O -7.79410 -7.81186 -20.19611 -0.49
C -12.21148 -10.48855 -16.94658 -0.62
C -8.73998 -8.35103 -20.67466 0.78
H -13.11484 -10.76146 -18.56829 0.31
N -5.59107 -10.97873 -20.02886 -0.25
H -7.34949 -12.42075 -20.88642 0.20
H -11.86534 -11.04910 -16.07820 0.37
C -6.24876 -12.49496 -16.30104 0.78
O -4.23950 -12.69287 -20.50210 -0.46
H -9.61594 -6.75847 -21.57202 0.25
N -7.15629 -11.71110 -16.62740 -0.08
H -9.94641 -9.83166 -20.72873 0.21
H -6.39279 -13.81350 -20.87114 0.23
H -5.82426 -14.34554 -16.33395 0.26
H -8.00232 -12.16005 -16.94797 -0.02
H -12.99849 -9.81319 -16.61103 0.34
O -9.76734 -10.03583 -17.07836 -0.40
H -6.50691 -10.55310 -20.01511 -0.02
H -11.22087 -8.64535 -17.33424 0.41
H -8.57823 -12.42548 -18.48333 0.18
Tl -11.63061 -14.20071 -17.77218 0.88
N -9.04355 -9.53674 -20.38525 -0.28
O -5.14754 -12.02678 -16.02497 -0.44
H -8.53675 -9.97201 -19.62775 0.09
N -6.61475 -13.72096 -16.26238 -0.35
H -6.86921 -10.84531 -17.06111 0.23
O -9.46397 -12.37939 -18.07359 -0.76
H -10.20013 -8.36887 -22.04536 0.19
H -11.17779 -9.59828 -18.67789 0.04
N -6.44996 -12.82552 -20.66938 -0.30
C -5.39230 -12.16253 -20.46320 0.77
H -7.57421 -13.96571 -16.46148 0.20
O -12.89735 -11.40727 -17.89210 -0.48
H -4.96937 -10.43374 -19.44871 0.27
```



[3]
The following is a DFT calculation (the ωB97M-V functional and the def2-TZVPD basis) of a cluster of 4 separate species, C5H19NO4S in total.

Structure (SMILES) ... OCCCNCCS.O.O.O
LUMO ... 0.28 eV
Relative energy (zero: lowest compared OMol25 entry of this formula, charge and spin) ... 43.4 kJ/mol
Largest force on an atom ... 0.84 eV/Å
DFT total energy ... -955.79211 hartree

Geometry as XYZ:
```
30
Properties=species:S:1:pos:R:3:mulliken_charge:R:1
H 2.89640 -1.91910 0.74687 0.35
C 2.04634 -1.23776 0.68418 -0.47
H 2.42453 -0.33447 0.19402 0.25
H -1.46026 -0.30489 -1.02574 0.56
H 1.06727 1.90539 -2.23874 0.39
H 0.20735 -2.25751 2.19919 0.41
H 1.66786 2.00322 -0.14947 0.26
H -3.14730 1.87325 0.00917 0.12
C -0.94518 -0.31686 -0.06581 -0.11
H -0.11200 0.36637 -0.18652 -0.22
H 0.89866 -0.04153 2.12903 0.05
H -2.75900 -0.56444 1.04577 0.40
H -1.01613 -2.35277 -0.13697 0.23
C -1.88549 0.08912 1.06234 -0.81
O 0.76521 1.45685 -3.06033 -0.69
O -0.41373 -1.06069 -2.98075 -0.64
O 0.97399 -2.01101 2.72631 -0.59
H 0.30026 2.17188 -3.52823 0.29
H 2.41619 -0.64071 2.75084 0.44
N -0.40306 -1.65459 0.25417 -0.26
C 0.96839 -1.90602 -0.19161 -0.63
H 1.15152 -1.65983 -1.24176 0.24
H 1.09904 -2.98985 -0.14229 0.48
H -1.42773 -0.11206 2.03307 0.28
H 0.07611 -0.20122 -2.96183 0.39
H -0.42880 -1.33385 -3.91482 0.28
H 1.03703 3.37014 -0.44606 0.35
O 1.60687 2.68871 -0.81564 -0.71
C 1.57989 -0.90432 2.09550 -0.41
S -2.29517 1.85013 1.04204 -0.26
```



[4]
The following is a DFT calculation (the ωB97M-V functional and the def2-TZVPD basis) of a cluster of 4 separate species, C5H19NO5 in total at a distorted geometry.

Charge ... +1
LUMO (alpha / beta) ... -3.36 / -8.85 eV
Multiplicity ... 2
Relative energy (zero: lowest compared OMol25 entry of this formula, charge and spin) ... 322.7 kJ/mol
Largest force on an atom ... 4.92 eV/Å
DFT total energy ... -632.41477 hartree

Geometry as XYZ:
```
30
Properties=species:S:1:pos:R:3:lowdin_spin:R:1
H -1.45949 -3.47878 0.31304 0.00
O 2.42554 -2.18226 0.83447 0.04
N 2.51803 0.84702 0.09759 0.56
H 0.05205 1.52753 -0.11210 0.00
C -1.04271 -0.39341 0.18498 0.01
H -1.01727 -1.36368 0.58717 0.00
O 0.74673 2.77166 -1.45063 0.01
H -2.94920 1.44822 -0.58242 0.00
C -1.22919 -0.42432 -1.38847 0.00
H 0.10762 0.95181 1.53495 0.00
C 0.14386 0.56636 0.47217 0.05
H 0.59395 -1.54181 1.83869 0.02
H -3.07762 2.79423 0.54219 0.00
H -2.02870 0.03894 0.38512 0.01
C 1.63077 -1.17205 1.27086 0.11
H 1.57590 2.39396 -1.22372 0.01
H 3.41617 0.53822 -0.24064 0.02
C 1.49646 -0.13730 0.10647 0.12
O -2.95814 1.90708 0.34393 0.00
H 1.45009 -0.67070 -0.90213 0.01
H 2.66384 1.53207 0.89595 0.01
H -1.77926 -1.33871 -1.55587 0.00
H 2.75891 -2.87827 1.38064 0.01
H -1.41036 -2.66712 1.63894 0.00
H 2.19590 -0.56309 2.12365 0.00
O -2.04344 0.64619 -1.84952 0.00
H -0.20512 -0.51679 -2.07395 0.00
O -2.04939 -3.00081 0.98687 0.00
H 0.85115 2.99335 -2.36799 0.00
H -1.37708 1.37247 -1.79026 0.00
```



[5]
The following is a DFT calculation (the ωB97M-V functional and the def2-TZVPD basis) of a cluster of 5 separate species, C5H19NO6 in total at a distorted geometry.

Structure (SMILES) ... CC[C@@H](NC)C(=O)O.O.O.O.O
LUMO ... 0.14 eV
Relative energy (zero: lowest compared OMol25 entry of this formula, charge and spin) ... 212.8 kJ/mol
Largest force on an atom ... 5.57 eV/Å
DFT total energy ... -708.06972 hartree

Geometry as XYZ:
```
31
Properties=species:S:1:pos:R:3:mulliken_charge:R:1
C -1.16105 0.35253 -1.25624 -0.63
C 1.30743 0.32473 -0.81259 0.31
O -2.20378 1.30500 2.13119 -0.67
H 0.91891 -2.54223 0.22479 0.26
C 1.86565 -2.23332 -0.23419 -1.27
O -1.17070 -3.28795 -2.37333 -0.63
C 1.21800 0.52301 0.64581 0.16
H -0.46645 -2.85352 -2.84517 0.33
O 0.54601 3.72234 0.24845 -0.67
C 1.61353 -1.13066 -1.26168 -0.06
H -0.21790 3.27768 0.65010 0.34
H 2.47197 -1.87733 0.60042 0.36
H 2.14093 0.95147 -1.10943 0.35
H 0.39772 0.93576 -2.48767 0.27
H -2.29603 -1.85967 1.66395 0.33
O 0.31180 0.52109 1.49179 -0.73
H 0.54427 3.15385 -0.54225 0.33
H 2.32674 -3.10340 -0.63666 0.43
H -1.89456 1.19266 -1.33740 0.30
H -3.65033 -1.46554 0.89717 0.32
H -1.28721 0.00668 -0.20866 0.15
H -1.99784 -2.78623 -2.36111 0.31
H -1.25481 1.10197 1.98833 0.49
H -1.49603 -0.44626 -1.92494 0.18
H 2.20697 1.45858 2.01037 0.36
O -3.20851 -1.55296 1.74534 -0.66
H 0.74979 -1.38973 -1.89441 -0.13
H 2.42178 -0.92183 -1.96193 0.39
N 0.13724 0.92374 -1.50989 -0.36
O 2.36562 0.96195 1.20236 -0.50
H -2.50312 0.39187 1.98509 0.33
```



[6]
The following is a DFT calculation (the ωB97M-V functional and the def2-TZVPD basis) of a cluster of 5 separate species, C5H19NO6 in total at a distorted geometry.

Structure (SMILES) ... CN(C)C(=O)CCO.O.O.O.O
LUMO ... 0.53 eV
Relative energy (zero: lowest compared OMol25 entry of this formula, charge and spin) ... 378.9 kJ/mol
Largest force on an atom ... 5.66 eV/Å
DFT total energy ... -708.00645 hartree

Geometry as XYZ:
```
31
Properties=species:S:1:pos:R:3:mulliken_charge:R:1
O 1.97350 2.82607 -1.12887 -0.78
N 0.99253 -1.03905 1.23741 0.23
H 0.24039 -2.28077 -0.25239 0.27
H -0.52559 -0.27468 -1.61449 -0.05
H -0.86540 0.56606 1.47023 0.24
O -1.39021 1.25187 1.12440 -0.67
H 2.33966 2.35151 -1.84473 0.36
C 1.50227 -0.16792 -1.14893 -0.69
O -2.02433 -1.07269 -0.83729 -0.57
O -0.21539 1.56834 -1.74386 -0.70
H -2.52468 -1.78358 -1.14589 0.23
H 1.64946 -1.16044 -1.63855 0.46
C 0.61004 -2.36354 0.84630 -0.94
O 1.94944 0.98604 0.99093 -0.78
C 0.38611 0.33994 -1.91868 -0.20
H -3.90795 0.76040 -0.90850 0.37
H 2.50455 0.49354 -1.42554 0.21
H 1.92341 2.30058 -0.28532 0.41
O -4.15831 0.24908 -0.13395 -0.73
H 0.38660 0.13022 -3.00551 0.36
H -0.47676 -2.54732 1.26214 0.32
H 0.50040 -1.35489 3.22081 0.40
H 0.58580 2.37619 -1.67893 0.53
H -1.07990 1.50758 0.28781 0.36
H 0.23930 0.26691 2.77512 0.41
C 1.53894 -0.03715 0.38337 0.69
H 1.91852 -0.34258 2.96767 0.36
H -3.62834 0.65241 0.64071 0.39
H 1.38712 -3.12366 1.13745 0.27
C 0.96896 -0.56730 2.70774 -1.09
H -2.80016 -0.51116 -0.34066 0.28
```



[7]
The following is a DFT calculation (the ωB97M-V functional and the def2-TZVPD basis) of a structure of composition C5H20AgF2N11O9S2 at a distorted geometry.

Charge ... +1
LUMO (alpha / beta) ... -2.27 / -5.81 eV
Multiplicity ... 2
Relative energy (zero: lowest compared OMol25 entry of this formula, charge and spin) ... 15.4 kJ/mol
Largest force on an atom ... 7.06 eV/Å
DFT total energy ... -2624.96714 hartree

Geometry as XYZ:
```
50
Properties=species:S:1:pos:R:3:lowdin_spin:R:1
N 4.01164 23.46244 -8.52166 0.00
O 3.43974 20.40039 -5.59494 0.04
C 0.07735 21.41069 -5.45136 0.00
H 4.23067 19.11602 -3.60430 0.00
O 4.51081 18.47126 -7.07477 0.02
O 0.44233 18.16577 -11.16897 0.03
O 1.34477 17.49244 -6.63271 0.02
H 0.32978 20.76070 -3.50730 0.00
H 0.96686 22.93522 -9.10491 0.00
H -1.69366 17.04080 -6.02340 0.00
H -0.78236 15.20640 -7.08692 0.00
N -0.83104 17.53734 -6.15484 0.00
O 0.19770 20.49612 -10.48723 0.00
H 0.94236 15.09928 -7.26407 0.00
C 2.88712 22.71300 -8.55200 0.00
H 4.12298 24.35913 -8.95216 0.00
N 1.91090 19.03715 -9.30437 0.09
C 5.42497 17.69812 -7.40260 0.00
C 0.27516 16.85272 -6.52704 0.00
Ag 2.51541 19.36060 -7.31542 0.71
H -0.50965 22.28595 -3.72498 0.00
H 2.08123 24.12169 -9.76406 0.00
F -0.36423 18.76025 -8.99624 0.00
H -0.52720 22.53900 -7.07944 0.00
N -0.05638 21.47427 -4.09573 0.00
H 4.49774 15.91504 -6.92716 0.00
C 3.58416 20.86499 -4.46169 0.01
H 6.81912 19.09116 -7.98575 0.00
O 3.54912 17.86273 -11.01489 0.00
N 3.19353 22.08744 -4.09952 0.00
H 7.22362 17.50249 -8.32765 0.00
N -0.39741 22.52109 -6.08536 0.00
N 6.48650 18.14892 -8.09471 0.00
S 2.96139 19.11215 -10.59942 0.00
F 4.15598 19.59613 -9.58570 0.01
S 0.62751 19.17194 -10.17178 0.01
O 0.60478 20.48257 -6.05924 0.00
H 4.82414 23.05690 -8.08874 0.00
H 3.12766 22.32065 -3.12623 0.00
O 2.89636 20.25910 -11.45511 0.01
N 4.08553 20.09751 -3.44461 0.00
H -0.84997 23.20913 -5.51388 0.00
H 2.70788 22.66754 -4.76179 0.00
H -0.72175 18.52325 -5.98819 0.00
N 1.89803 23.23931 -9.32607 0.00
N 0.12098 15.64581 -7.07760 0.00
H 3.98261 20.36562 -2.48253 0.00
N 5.33673 16.36028 -7.25330 0.00
H 5.99345 15.71241 -7.65173 0.00
O 2.79512 21.60620 -8.01926 0.02
```



[8]
The following is a DFT calculation (the ωB97M-V functional and the def2-TZVPD basis) of a structure of composition C5H20AlFN6O14PS at a distorted geometry.

Charge ... -1
LUMO ... 1.74 eV
Largest force on an atom ... 7.77 eV/Å
DFT total energy ... -2665.84082 hartree

Geometry as XYZ:
```
49
Properties=species:S:1:pos:R:3:mulliken_charge:R:1
H -0.22643 2.24815 -0.22922 0.30
O -5.38786 -1.65035 0.63175 -0.41
O -8.20222 -5.25635 1.35766 -0.54
O -1.06626 -0.07705 -1.85943 -0.49
H -3.71818 0.15220 -1.10530 0.29
S -1.26683 -1.58990 -2.24366 0.89
H 1.51793 1.96166 0.12772 0.27
H 7.57142 2.77783 -2.61815 0.28
C 0.58309 2.39541 0.48857 -0.78
C 3.05705 -1.11488 -3.12636 -0.59
O 5.25392 4.02564 -4.09751 -0.52
N 0.20983 1.68091 1.73916 0.91
H 6.89245 1.51838 -3.71590 0.24
H 2.33175 -1.90876 -2.93579 0.34
H 1.65752 4.08264 4.72724 0.25
C 6.99660 2.58876 -3.52706 -0.63
O -3.56197 0.34750 -0.11613 -0.47
H -2.40570 -1.97724 2.20991 0.21
H -5.61448 -1.85687 -0.33928 0.29
H -8.82504 -2.89447 2.26762 0.27
H 3.07142 3.90403 5.82084 0.32
N 3.48047 3.73478 3.75642 0.80
O 0.02752 0.46103 1.65127 -0.49
H -8.39865 -3.99564 3.63066 0.29
O 4.50600 -2.93748 -3.05131 -0.53
H 7.45384 3.08885 -4.38349 0.29
H 2.38732 2.45707 5.00503 0.26
H 2.85516 -0.62963 -4.08343 0.25
O -6.23939 -4.27250 1.53837 -0.43
O 4.57614 4.26428 3.97558 -0.53
C 2.57832 3.52887 4.92154 -0.65
H -1.75927 -3.78268 0.12394 -0.21
N -3.18702 -1.25884 2.16356 -0.77
O 0.11028 2.35743 2.76935 -0.54
Al -2.60425 -2.73728 -0.76875 0.20
N 5.63158 3.14283 -3.31846 0.81
H 0.71157 3.45647 0.71277 0.32
N 4.41683 -1.71377 -3.20457 0.88
O 4.97787 2.67594 -2.37838 -0.46
C -8.02028 -3.42643 2.77915 -0.73
O 3.06307 3.35918 2.65470 -0.46
H -7.23929 -2.73188 3.09583 0.31
O 5.35628 -0.93841 -3.41744 -0.55
N -7.43853 -4.39701 1.81307 0.83
F -1.92038 -1.65026 -3.86155 -0.34
H 3.06180 -0.39236 -2.30769 0.22
H -3.69857 -3.51108 -1.62395 -0.22
P -3.70174 -1.23440 0.62916 0.62
O 0.14532 -2.27432 -2.27805 -0.57
```